Record 1
{
  "formula": "C5H11O2",
  "method": "the ωB97M-V functional and the def2-TZVPD basis",
  "elements": ["O", "C", "C", "C", "C", "C", "O", "H", "H", "H", "H", "H", "H", "H", "H", "H", "H", "H"],
  "xyz": [[0.72, -3.28, 1.41], [0.81, -2.01, 1.01], [-0.46, -1.54, 0.19], [-0.87, -0.06, 0.38], [0.25, 1.01, 0.22], [0.21, 1.65, -1.16], [-0.39, 2.98, -1.02], [1.10, -1.34, 1.88], [1.70, -1.69, 0.37], [-0.19, -1.69, -0.87], [-1.30, -2.19, 0.45], [-1.31, -0.03, 1.41], [-1.68, 0.13, -0.34], [1.24, 0.51, 0.34], [0.10, 1.71, 1.05], [-0.43, 1.06, -1.78], [1.21, 1.61, -1.63], [-0.69, 3.17, -1.91]],
  "e_tot_ev": -9456.9715,
  "charge": -1,
  "orbital_gap_ev": 5.208,
  "smiles": "[O-]CCCCCO",
  "relative_energy_kj_mol": 295.0,
  "multiplicity": 1,
  "lumo_energy_ev": 3.2
}



Record 2
{
  "formula": "C39H58N7O6PTl",
  "method": "the ωB97M-V functional and the def2-TZVPD basis",
  "elements": ["Tl", "C", "C", "O", "C", "C", "O", "C", "C", "O", "C", "C", "O", "H", "H", "H", "H", "H", "H", "H", "H", "H", "H", "H", "H", "H", "H", "H", "H", "C", "O", "C", "C", "C", "C", "C", "C", "N", "N", "C", "C", "C", "C", "O", "C", "N", "C", "C", "C", "C", "H", "H", "H", "H", "H", "H", "H", "H", "H", "H", "H", "H", "N", "P", "N", "C", "C", "C", "C", "C", "N", "C", "C", "C", "C", "C", "N", "C", "C", "C", "C", "C", "H", "H", "H", "H", "H", "H", "H", "H", "H", "H", "H", "H", "H", "H", "H", "H", "H", "H", "H", "H", "H", "H", "H", "H", "H", "H", "H", "H", "H", "H"],
  "xyz": [[-1.51, -0.65, 0.80], [2.09, -1.07, 2.01], [1.50, -2.45, 1.77], [0.15, -2.56, 2.18], [-0.05, -2.86, 3.56], [-0.90, -1.81, 4.22], [-0.16, -0.60, 4.26], [-0.92, 0.53, 4.59], [-0.07, 1.74, 4.32], [0.14, 1.82, 2.92], [1.40, 2.33, 2.55], [2.33, 0.96, 0.74], [1.62, -0.21, 0.97], [3.18, -1.14, 1.96], [1.79, -0.69, 2.98], [2.12, -3.20, 2.26], [1.51, -2.65, 0.69], [0.92, -2.92, 4.07], [-0.54, -3.83, 3.64], [-1.17, -2.13, 5.23], [-1.82, -1.66, 3.65], [-1.22, 0.52, 5.65], [-1.83, 0.58, 3.98], [0.88, 1.65, 4.85], [-0.58, 2.65, 4.68], [2.18, 1.76, 3.07], [1.51, 3.38, 2.84], [3.28, 0.94, 1.29], [2.55, 1.03, -0.32], [-2.54, -9.18, 1.91], [-1.68, -8.31, 1.19], [-2.10, -7.89, -0.03], [-3.32, -8.21, -0.59], [-3.64, -7.73, -1.86], [-2.77, -6.89, -2.54], [-1.53, -6.59, -1.98], [-1.19, -7.10, -0.74], [-3.21, -6.49, -3.85], [-3.05, -5.34, -4.29], [-2.48, -4.29, -3.48], [-1.36, -3.66, -3.92], [-0.75, -2.64, -3.17], [-1.29, -2.18, -1.98], [-0.74, -1.22, -1.28], [-2.52, -2.81, -1.55], [-3.06, -2.37, -0.38], [-4.18, -2.90, 0.05], [-4.87, -3.90, -0.65], [-4.34, -4.36, -1.82], [-3.12, -3.84, -2.30], [-2.02, -9.42, 2.83], [-2.73, -10.10, 1.35], [-3.49, -8.69, 2.14], [-4.03, -8.85, -0.08], [-4.58, -8.00, -2.33], [-0.82, -5.98, -2.52], [-0.23, -6.89, -0.30], [-0.91, -3.98, -4.85], [0.18, -2.20, -3.52], [-4.57, -2.52, 1.00], [-5.81, -4.29, -0.26], [-4.86, -5.12, -2.39], [1.59, 2.16, 1.13], [1.39, 3.27, -0.08], [2.89, 3.89, -0.36], [3.22, 4.72, -1.53], [4.61, 4.35, -2.05], [5.51, 3.88, -0.90], [5.14, 4.63, 0.38], [3.72, 4.24, 0.82], [0.24, 4.35, 0.33], [-0.44, 4.56, 1.64], [-1.62, 5.50, 1.45], [-1.17, 6.88, 0.99], [-0.04, 6.77, -0.05], [-0.04, 5.39, -0.69], [0.94, 2.61, -1.49], [1.86, 2.09, -2.53], [1.33, 0.77, -3.07], [0.00, 0.99, -3.81], [-0.83, 2.09, -3.11], [-0.47, 2.16, -1.63], [3.19, 5.78, -1.23], [2.47, 4.59, -2.30], [5.05, 5.23, -2.53], [4.54, 3.57, -2.81], [6.56, 4.04, -1.14], [5.38, 2.81, -0.73], [5.20, 5.70, 0.21], [5.83, 4.40, 1.19], [3.26, 5.06, 1.38], [3.77, 3.37, 1.48], [0.25, 5.02, 2.35], [-0.77, 3.60, 2.02], [-2.16, 5.56, 2.40], [-2.32, 5.05, 0.74], [-0.82, 7.46, 1.85], [-2.02, 7.43, 0.58], [0.94, 6.94, 0.42], [-0.14, 7.53, -0.83], [0.71, 5.33, -1.48], [-1.00, 5.19, -1.16], [2.86, 1.98, -2.11], [1.93, 2.82, -3.34], [1.18, 0.06, -2.25], [2.08, 0.33, -3.74], [-0.56, 0.06, -3.82], [0.19, 1.28, -4.84], [-1.89, 1.87, -3.19], [-0.66, 3.07, -3.56], [-0.59, 1.17, -1.19], [-1.11, 2.86, -1.10]],
  "e_tot_ev": -78076.3067,
  "charge": 1,
  "orbital_gap_ev": 7.011,
  "relative_energy_kj_mol": 72.1,
  "multiplicity": 1,
  "lumo_energy_ev": -1.7
}



Record 3
{
  "formula": "C6H6N",
  "method": "the ωB97M-V functional and the def2-TZVPD basis",
  "elements": ["C", "C", "C", "C", "C", "C", "N", "H", "H", "H", "H", "H", "H"],
  "xyz": [[-1.61, 0.35, 1.03], [1.12, -1.70, -0.41], [-2.48, 0.21, -0.12], [-1.19, -0.05, -0.27], [0.10, -0.31, -1.03], [1.42, 0.45, 1.01], [1.13, -0.61, 0.15], [-3.37, 0.12, -0.69], [-0.02, -1.18, -1.78], [0.49, 0.63, -1.47], [1.59, 1.32, 0.43], [0.55, 0.56, 1.62], [2.25, 0.22, 1.53]],
  "e_tot_ev": -7793.4529,
  "charge": 1,
  "orbital_gap_ev": 9.297,
  "relative_energy_kj_mol": 606.9,
  "multiplicity": 1,
  "lumo_energy_ev": -4.6
}



Record 4
{
  "formula": "C32H34N2O2",
  "method": "the ωB97M-V functional and the def2-TZVPD basis",
  "elements": ["C", "O", "C", "C", "C", "C", "C", "C", "C", "N", "C", "C", "C", "C", "C", "C", "C", "C", "C", "O", "N", "C", "C", "C", "C", "C", "C", "C", "C", "C", "C", "C", "C", "C", "C", "C", "H", "H", "H", "H", "H", "H", "H", "H", "H", "H", "H", "H", "H", "H", "H", "H", "H", "H", "H", "H", "H", "H", "H", "H", "H", "H", "H", "H", "H", "H", "H", "H", "H", "H"],
  "xyz": [[8.24, 1.05, 2.51], [7.80, -0.29, 2.83], [6.46, -0.53, 2.91], [6.07, -1.80, 3.38], [4.74, -2.14, 3.42], [3.74, -1.29, 2.92], [2.27, -1.78, 2.82], [1.27, -0.65, 2.83], [-0.04, -0.77, 3.14], [-0.92, 0.27, 3.22], [-2.35, 0.03, 3.40], [-2.94, -0.84, 2.30], [-4.42, -1.07, 2.47], [-5.31, -0.73, 1.44], [-6.69, -0.82, 1.65], [-7.18, -1.30, 2.87], [-6.28, -1.71, 3.88], [-4.90, -1.60, 3.67], [-2.93, 1.44, 3.44], [-4.10, 1.76, 3.60], [-1.88, 2.31, 3.27], [-2.09, 3.73, 3.22], [-0.57, 1.69, 3.09], [0.38, 2.18, 4.19], [-0.01, 2.06, 1.70], [2.11, -2.73, 1.67], [3.11, -3.90, 1.73], [2.48, -5.10, 1.91], [1.04, -4.90, 1.81], [0.02, -5.85, 1.74], [-1.26, -5.43, 1.37], [-1.50, -4.09, 1.05], [-0.46, -3.13, 1.16], [0.79, -3.53, 1.60], [4.13, -0.02, 2.47], [5.46, 0.39, 2.53], [9.33, 0.95, 2.47], [7.86, 1.39, 1.54], [7.95, 1.76, 3.29], [6.85, -2.50, 3.67], [4.46, -3.13, 3.80], [2.07, -2.37, 3.74], [1.66, 0.36, 2.70], [-0.47, -1.76, 3.33], [-2.53, -0.45, 4.39], [-2.75, -0.35, 1.33], [-2.41, -1.81, 2.28], [-4.90, -0.35, 0.50], [-7.37, -0.50, 0.86], [-8.25, -1.36, 3.04], [-6.65, -2.09, 4.83], [-4.19, -1.90, 4.44], [-3.16, 3.93, 3.33], [-1.54, 4.23, 4.03], [-1.74, 4.15, 2.27], [-0.14, 2.16, 5.16], [1.28, 1.55, 4.26], [0.69, 3.21, 3.96], [-0.78, 1.89, 0.94], [0.28, 3.12, 1.72], [0.86, 1.46, 1.45], [2.23, -2.14, 0.74], [4.18, -3.76, 1.67], [2.91, -6.08, 2.05], [0.24, -6.90, 1.96], [-2.08, -6.15, 1.30], [-2.48, -3.77, 0.72], [-0.62, -2.09, 0.88], [3.40, 0.68, 2.05], [5.72, 1.41, 2.24]],
  "e_tot_ev": -40810.2922,
  "orbital_gap_ev": 8.334,
  "smiles": "COc1ccc([C@@H](/C=C/N2[C@H](Cc3ccccc3)C(=O)N(C)C2(C)C)[C@H]2C=Cc3ccccc32)cc1",
  "relative_energy_kj_mol": 18.9,
  "multiplicity": 1,
  "lumo_energy_ev": 0.6
}



Record 5
{
  "formula": "C6H14O",
  "method": "the ωB97M-V functional and the def2-TZVPD basis",
  "elements": ["C", "O", "C", "C", "C", "C", "C", "H", "H", "H", "H", "H", "H", "H", "H", "H", "H", "H", "H", "H", "H"],
  "xyz": [[2.57, -1.28, -0.63], [1.20, -1.10, -0.38], [0.82, 0.23, -0.11], [-0.68, 0.31, 0.16], [-1.03, 1.78, 0.38], [-1.45, -0.24, -1.04], [-1.03, -0.50, 1.42], [3.12, -0.32, -0.66], [2.70, -1.77, -1.60], [3.02, -1.91, 0.14], [1.08, 0.88, -0.96], [1.36, 0.61, 0.78], [-0.48, 2.20, 1.24], [-2.10, 1.90, 0.59], [-0.79, 2.39, -0.50], [-1.20, -1.28, -1.23], [-1.22, 0.34, -1.95], [-2.54, -0.17, -0.87], [-0.72, -1.54, 1.31], [-2.11, -0.47, 1.61], [-0.52, -0.08, 2.30]],
  "e_tot_ev": -8496.2539,
  "orbital_gap_ev": 10.607,
  "smiles": "COCC(C)(C)C",
  "relative_energy_kj_mol": 61.6,
  "multiplicity": 1,
  "lumo_energy_ev": 0.9
}



Record 6
{
  "formula": "C15H23NO3",
  "method": "the ωB97M-V functional and the def2-TZVPD basis",
  "elements": ["C", "O", "C", "C", "C", "C", "O", "C", "C", "C", "C", "O", "N", "C", "C", "C", "C", "C", "C", "H", "H", "H", "H", "H", "H", "H", "H", "H", "H", "H", "H", "H", "H", "H", "H", "H", "H", "H", "H", "H", "H", "H"],
  "xyz": [[-7.87, -0.48, 0.41], [-6.69, -1.13, 0.01], [-5.54, -0.39, -0.07], [-4.40, -1.09, -0.47], [-3.18, -0.45, -0.59], [-3.07, 0.91, -0.31], [-1.93, 1.66, -0.41], [-0.70, 1.03, -0.69], [-0.14, 0.28, 0.52], [1.10, -0.53, 0.16], [2.29, 0.36, -0.21], [2.29, 1.56, -0.11], [3.35, -0.34, -0.67], [4.61, 0.27, -1.02], [5.73, -0.05, -0.02], [6.07, -1.54, -0.02], [5.36, 0.43, 1.38], [-4.21, 1.60, 0.09], [-5.43, 0.96, 0.20], [-7.78, -0.06, 1.41], [-8.64, -1.24, 0.40], [-8.14, 0.32, -0.30], [-4.48, -2.14, -0.69], [-2.32, -1.03, -0.90], [-0.03, 1.85, -0.96], [-0.80, 0.36, -1.55], [-0.91, -0.38, 0.93], [0.12, 1.02, 1.29], [1.39, -1.14, 1.02], [0.88, -1.20, -0.68], [3.30, -1.35, -0.70], [4.42, 1.35, -1.03], [4.90, -0.05, -2.02], [6.61, 0.51, -0.36], [6.29, -1.88, -1.02], [6.94, -1.72, 0.61], [5.24, -2.12, 0.38], [6.19, 0.28, 2.07], [5.10, 1.48, 1.37], [4.50, -0.12, 1.76], [-4.13, 2.66, 0.30], [-6.29, 1.54, 0.51]],
  "e_tot_ev": -23560.9113,
  "orbital_gap_ev": 8.417,
  "smiles": "COc1ccc(OCCCC(=O)NCC(C)C)cc1",
  "relative_energy_kj_mol": 193.1,
  "multiplicity": 1,
  "lumo_energy_ev": 0.7
}